A cluster of 2 separate species, C6H12N in total at a distorted geometry, computed with wB97M-V/def2-TZVPD.

Summary:
**Gap between HOMO and LUMO**: 6.39 eV
**Energy**: -7896.226 eV
**Relative energy (zero: lowest compared OMol25 entry of this formula, charge and spin)**: 88.5 kcal per mole
**HOMO energy**: -0.4449 hartree
**Net charge**: +1
**E_LUMO**: -5.72 eV

```
19
Properties=species:S:1:pos:R:3:mulliken_charge:R:1
C -3.7039 0.7846 0.3279 -0.085
C 0.5359 -0.7832 -0.6383 0.351
C 1.6389 -0.1282 -0.1599 1.061
C -0.5268 -1.5280 -0.6185 -1.460
C 3.0134 -0.6483 -0.5542 -1.197
C 1.4905 1.2108 0.3490 -1.284
N -2.5414 0.4456 0.8194 -0.120
H -3.9340 0.3808 -0.6893 0.278
H -4.4580 1.1170 1.0195 0.294
H -1.1044 -1.7281 -1.5450 0.342
H -0.7222 -2.2015 0.2653 0.343
H -2.2193 0.7618 1.8141 0.325
H 2.9881 -0.8942 -1.7440 0.291
H 3.2706 -1.6522 -0.0658 0.279
H 3.6908 0.1145 -0.3069 0.404
H 0.4856 1.3188 0.8400 0.183
H 1.5632 1.9238 -0.3372 0.361
H 2.2894 1.4174 0.9806 0.461
H -1.7564 0.0886 0.2433 0.173
```